Arrangement i

ORCA calculation (ωB97M-V with the def2-TZVPD basis set) on 2 unconnected molecules or ions with the total composition C11H15N.

The geometry in XYZ format:
```
27
C11H15N | OMol25 | ωB97M-V with the def2-TZVPD basis set
C -0.9478 -2.9125 1.7839
C -0.6030 -1.4737 2.1386
H -0.8210 -3.5275 2.6930
H -1.9592 -3.1414 1.4725
H -0.1517 -3.2406 1.1314
H 0.4114 -1.0839 2.2502
H -1.2413 -1.1540 3.0016
H -0.8354 -0.8159 1.2034
C -0.7720 2.6081 1.1813
C 1.2936 0.4404 -1.2269
C 0.0195 0.9630 -0.7867
C 0.1380 1.6791 0.4000
C 1.4888 1.5735 0.7573
C 1.4463 -0.4162 -2.3091
C 0.3042 -0.7720 -3.0738
C -1.0477 0.7867 -1.7263
C -0.8705 -0.0738 -2.8308
N 2.2377 0.9389 -0.3074
H 3.1799 1.0052 -0.6296
H 2.4563 -0.8605 -2.4487
H 2.1842 1.7639 1.5706
H 0.4223 -1.6523 -3.6840
H -1.9199 1.3973 -1.5830
H -0.0685 3.1079 1.8889
H -1.3003 2.0352 1.9969
H -1.7028 -0.4600 -3.4350
H -1.3412 3.2850 0.5718
```

Output
HOMO-LUMO gap (spin up / spin down), hartree: 0.1217 / 0.2399
E_HOMO (spin up / spin down), eV: 0.5 / -2.8
Spin multiplicity: 2
Net charge: -1

Results of the Mulliken charge analysis, in e, for atoms 1 through 5: number 1, C, carries -0.927; number 2, C, carries -0.568; number 3, H, carries 0.285; number 4, H, carries 0.287; number 5, H, carries 0.283

---

Arrangement ii

ORCA calculation (ωB97M-V with the def2-TZVPD basis set) on 2 unconnected molecules or ions with the total composition C11H15N.

The geometry in XYZ format:
```
27
C11H15N | OMol25 | ωB97M-V with the def2-TZVPD basis set
C 0.1938 1.3727 -1.9665
C -0.4346 0.5113 0.3895
C -0.3736 1.5431 -0.5988
C -0.3258 1.2169 1.6173
C -0.6083 2.7753 0.0358
C -0.5600 -0.8763 0.3794
C -0.3428 -1.5952 1.5902
C 0.0593 -0.9005 2.7190
C 0.0577 0.4994 2.7451
N -0.5010 2.5722 1.4376
H -0.6016 -1.3945 -0.5763
H -0.4886 -2.6648 1.5442
H 0.1547 -1.4732 3.6416
H -0.5531 1.0247 -2.6866
H 1.0505 0.6536 -1.9663
H -0.8515 3.7217 -0.3835
H -0.3391 3.1467 2.2374
H 0.1801 1.1010 3.6544
H 0.7026 2.3046 -2.2179
C 1.0802 -2.5537 -3.7316
C 0.9604 -3.1951 -2.3500
H 1.4877 -1.5389 -3.7531
H 1.7227 -3.1873 -4.3625
H 0.1143 -2.6316 -4.2460
H 0.8587 -4.2829 -2.4217
H 0.1838 -2.7316 -1.7782
H 1.8272 -3.0022 -1.6814
```

Output
HOMO-LUMO gap (spin up / spin down), hartree: 0.1062 / 0.2295
E_HOMO (spin up / spin down), eV: 0.7 / -2.7
Spin multiplicity: 2
Net charge: -1

Results of the Mulliken charge analysis, in e, for atoms 1 through 5: number 1, C, carries -1.240; number 2, C, carries 0.666; number 3, C, carries 0.374; number 4, C, carries -0.111; number 5, C, carries -0.887

---

Most stable structure, least stable structure: arrangement ii, arrangement i.

---

Arrangement i

ORCA calculation (ωB97M-V with the def2-TZVPD basis set) on C4H5Cl in the gas phase.

The geometry in XYZ format:
```
10
C4H5Cl | OMol25 | ωB97M-V with the def2-TZVPD basis set
Cl 2.7552 -0.7593 -0.4502
C 1.1173 -0.3289 -0.1069
C 0.0424 -0.6743 0.9758
C -0.2879 -0.4797 -0.4305
C 0.4368 0.8356 -0.7450
H -0.1313 0.0859 1.5969
H 0.1552 -1.7959 1.3118
H -0.8479 -0.9374 -1.1557
H 0.6824 1.2103 -1.7172
H 0.0644 1.5985 -0.0795
```

Output
HOMO-LUMO gap, hartree: 0.3788
E_HOMO, eV: -9.2

Results of the Mulliken charge analysis, in e, for atoms 1 through 5: number 1, Cl, carries -0.189; number 2, C, carries 0.084; number 3, C, carries -0.342; number 4, C, carries -0.369; number 5, C, carries -0.451

---

Arrangement ii

ORCA calculation (ωB97M-V with the def2-TZVPD basis set) on a molecular structure, C4H5Cl.

The geometry in XYZ format:
```
10
C4H5Cl | OMol25 | ωB97M-V with the def2-TZVPD basis set
C -3.2122 -0.3736 0.0822
C -1.6218 0.0063 -0.2349
C -0.5375 0.6310 -0.3386
C 0.9431 0.9223 0.1902
H -3.6319 -1.4657 0.1207
H -4.0535 0.4003 -0.4163
H -3.2669 -0.0758 1.1906
H 0.6601 0.7327 1.5763
H 1.6462 2.0220 -0.2521
Cl 2.0716 -0.5135 -0.0243
```

Output
HOMO-LUMO gap, hartree: 0.3711
E_HOMO, eV: -9.6

Results of the Mulliken charge analysis, in e, for atoms 1 through 5: number 1, C, carries -0.727; number 2, C, carries 0.153; number 3, C, carries -0.192; number 4, C, carries -0.375; number 5, H, carries 0.279

---

Most stable structure, least stable structure: arrangement i, arrangement ii.

---

Arrangement i

ORCA calculation (ωB97M-V with the def2-TZVPD basis set) on a molecular structure, C5H10N3O2.

The geometry in XYZ format:
```
20
C5H10N3O2 | OMol25 | ωB97M-V with the def2-TZVPD basis set
C -1.4677 1.8306 0.3552
C 1.3882 -0.0674 0.0329
C -0.3953 0.3017 -0.8677
C -2.2529 -1.3589 -0.4620
C 3.7576 0.0496 0.1037
N -0.6413 1.6435 -0.5892
N -1.8004 0.5967 0.9516
N -1.2609 -0.4381 0.2061
O 1.1380 -0.6572 1.0416
O 2.4620 0.4006 -0.4398
H -1.7542 2.7688 0.8055
H -0.2007 0.1072 -1.8766
H -2.9234 -1.9326 0.3060
H -2.9467 -0.6730 -1.0511
H -1.8590 -2.0425 -1.2535
H 4.3397 -0.6896 -0.4287
H 3.4370 -0.2582 1.0665
H 4.3079 0.8958 0.0366
H -2.7835 0.4375 1.2103
H -0.5443 -0.9144 0.8527
```

Output
HOMO-LUMO gap, hartree: 0.3687
E_HOMO, eV: -13.3
Net charge: +1

Results of the Mulliken charge analysis, in e, for atoms 1 through 5: number 1, C, carries -0.063; number 2, C, carries 0.841; number 3, C, carries -0.401; number 4, C, carries -0.799; number 5, C, carries -0.614

---

Arrangement ii

ORCA calculation (ωB97M-V with the def2-TZVPD basis set) on a gas-phase ion, C5H10N3O2 (charge +1).

The geometry in XYZ format:
```
20
C5H10N3O2 | OMol25 | ωB97M-V with the def2-TZVPD basis set
C 2.9212 0.1117 0.9053
C 2.1505 0.9015 0.1766
C 1.0386 0.4274 -0.7120
N -0.2307 1.0881 -0.2681
C -1.2378 0.2521 0.1518
N -2.1466 0.7784 0.9316
O -3.2684 0.0862 1.2991
N -1.3575 -1.0527 -0.1917
C -0.2467 -1.5344 -1.0507
O 0.9276 -0.9597 -0.5990
H 2.9137 -0.9651 0.8059
H 3.6042 0.5362 1.6277
H 2.2856 1.9766 0.1956
H 1.2185 0.7357 -1.7491
H -0.6080 1.6900 -0.9955
H -2.1125 1.7455 1.2283
H -2.9608 -0.6672 1.8339
H -2.2852 -1.2011 -0.5898
H -0.1434 -2.6027 -0.8905
H -0.4623 -1.3464 -2.1093
```

Output
HOMO-LUMO gap, hartree: 0.3652
E_HOMO, eV: -13.6
Net charge: +1

Results of the Mulliken charge analysis, in e, for atoms 1 through 5: number 1, C, carries -0.702; number 2, C, carries -0.513; number 3, C, carries 0.371; number 4, N, carries -0.362; number 5, C, carries 0.508

---

Most stable structure, least stable structure: arrangement ii, arrangement i.